# 1
The following is a quantum chemistry calculation of a cluster of 2 separate species, C2H9N4 in total at a distorted geometry, from the Open Molecules 2025 dataset.

Values from the calculation:
Largest force on an atom in eV Å⁻¹: 2.893
LUMO level in eV: -3.365
Total charge: +1

XYZ file:
```
15
Properties=species:S:1:pos:R:3:mulliken_charge:R:1
C -2.214 0.102 0.555 0.0357
C 3.176 0.667 0.190 -0.2694
N -2.758 0.498 -0.580 -0.3351
N -1.007 -0.337 0.627 0.1131
N 2.151 0.277 -0.472 -0.4639
N -0.464 -0.805 -0.527 -0.6709
H -2.791 0.190 1.404 0.3962
H 3.061 1.150 1.124 0.2473
H 4.246 0.472 -0.021 0.2190
H -2.092 0.443 -1.440 0.2988
H -3.778 0.437 -0.791 0.2916
H -0.500 -0.529 1.490 0.2552
H 2.477 -0.337 -1.322 0.2206
H 0.061 -0.134 -1.040 0.3881
H 0.052 -1.668 -0.380 0.2736
```

# 2
The following is a quantum chemistry calculation of the ion C2H9N4 with charge +1 at a distorted geometry, from the Open Molecules 2025 dataset.

Values from the calculation:
Largest force on an atom in eV Å⁻¹: 6.407
Structure (SMILES): C=[N+](N)CNN
LUMO level in eV: -4.717
Total charge: +1

XYZ file:
```
15
Properties=species:S:1:pos:R:3:mulliken_charge:R:1
C 2.002 0.488 0.476 -0.1160
C 0.022 0.508 -0.760 -0.5324
N -2.233 0.056 0.619 -0.5300
N -1.359 -0.442 -0.403 -0.3049
N 1.053 -0.174 -0.065 0.5752
N 0.996 -1.436 -0.044 -0.6114
H 2.632 -0.014 1.160 0.2584
H -1.669 -0.041 1.476 0.2553
H 2.183 1.596 0.378 0.2632
H 0.037 0.505 -1.918 0.2901
H -0.294 1.450 -0.313 0.4192
H -2.567 0.990 0.443 0.2613
H 1.224 -2.024 0.673 0.2045
H 0.266 -1.838 -0.600 0.3010
H -1.902 -0.606 -1.326 0.2665
```

# 3
The following is a quantum chemistry calculation of a cluster of 2 separate species, C2H9N4O in total at a distorted geometry, from the Open Molecules 2025 dataset.

Values from the calculation:
Largest force on an atom in eV Å⁻¹: 3.357
LUMO level (spin up / spin down) in eV: -4.936 / -4.938
Total charge: +1

XYZ file:
```
16
Properties=species:S:1:pos:R:3:mulliken_charge:R:1
C -1.302 -1.623 -0.006 -0.8886
C 0.174 0.231 -0.836 -0.3136
N 2.391 -0.687 0.195 -0.0187
N -0.268 2.015 0.622 -0.6218
N 0.019 1.561 -0.686 0.0539
N -0.300 -0.554 0.394 -0.1374
O 3.544 -0.688 -0.057 -0.2349
H -0.839 -2.173 -0.778 0.4046
H -1.374 -2.462 0.705 0.3677
H -2.341 -1.190 -0.292 0.3159
H 0.612 -0.420 -1.635 0.4371
H -0.251 3.028 0.618 0.2941
H 0.425 1.627 1.330 0.2523
H -0.265 2.162 -1.432 0.2568
H -0.756 0.077 0.986 0.4616
H 0.531 -0.903 0.873 0.3709
```

# 4
The following is a quantum chemistry calculation of the molecule C2H9N4P3 at a distorted geometry, from the Open Molecules 2025 dataset.

Values from the calculation:
Largest force on an atom in eV Å⁻¹: 4.423
Structure (SMILES): CN(C)n1pn[pH][nH][pH]1
LUMO level in eV: 0.083
Total charge: 0

XYZ file:
```
18
Properties=species:S:1:pos:R:3:mulliken_charge:R:1
C 1.709 0.205 -0.699 -0.7170
C 1.249 -0.893 1.417 -0.8574
N -2.619 -1.678 -1.249 -0.1772
N -3.190 0.680 -0.099 -0.4432
N -0.761 -0.473 0.018 0.0606
N 0.831 0.045 0.425 -0.1403
P -1.064 -1.624 -1.251 0.0504
P -3.717 -0.976 -0.236 0.0399
P -1.648 0.857 0.813 0.1058
H 2.811 0.012 -0.262 0.2613
H 1.496 -0.622 -1.488 0.2672
H 1.642 1.234 -1.190 0.2437
H 1.538 -1.934 0.972 0.2595
H 2.038 -0.378 1.892 0.4378
H 0.381 -1.187 2.124 0.2514
H -3.794 1.081 0.616 0.2939
H -4.591 -0.613 -1.253 0.0380
H -1.020 1.801 -0.137 0.0256
```

# 5
The following is a quantum chemistry calculation of the molecule C2H9N4P3 at a distorted geometry, from the Open Molecules 2025 dataset.

Values from the calculation:
Largest force on an atom in eV Å⁻¹: 5.451
LUMO level (spin up / spin down) in eV: -1.143 / -1.144
Total charge: 0

XYZ file:
```
18
Properties=species:S:1:pos:R:3:mulliken_charge:R:1
C -0.564 1.756 0.892 -0.9662
C -0.425 -0.731 1.648 -1.0593
N -0.684 -1.597 -1.149 -0.0874
N 0.365 0.537 -1.974 -0.4251
N 1.234 0.367 0.421 -0.7594
N -0.090 0.397 0.740 0.3868
P -1.019 -0.032 -1.164 0.1380
P 0.292 -2.524 -1.978 0.0613
P 1.682 1.135 -0.983 0.0212
H 0.179 2.293 1.663 0.3017
H -0.455 2.245 0.006 0.4178
H -1.543 1.648 1.277 0.3902
H -0.048 -1.688 1.404 0.3738
H -0.013 -0.638 2.584 0.4733
H -1.423 -0.867 2.011 0.3797
H 0.064 1.326 -2.619 0.3111
H -0.178 -3.877 -1.459 0.0504
H 2.626 0.250 -1.320 -0.0079
```

# 6
The following is a quantum chemistry calculation of a cluster of 2 separate species, C2H9N5 in total at a distorted geometry, from the Open Molecules 2025 dataset.

Values from the calculation:
Largest force on an atom in eV Å⁻¹: 2.490
Structure (SMILES): [H]/N=C/N.N=C(N)N
LUMO level in eV: 1.033
Total charge: 0

XYZ file:
```
16
Properties=species:S:1:pos:R:3:mulliken_charge:R:1
N 2.522 0.777 -1.231 -0.5590
C 1.242 0.125 -1.524 0.3997
N 1.097 -0.069 -2.901 -0.5267
N 0.365 -0.254 -0.671 -0.5109
H 2.615 1.317 -0.363 0.2646
H 2.667 1.473 -1.972 0.2365
H 1.962 -0.334 -3.370 0.2512
H 0.427 -0.805 -3.106 0.2652
H 0.413 0.367 0.154 0.1755
N -1.948 -1.402 1.826 -0.4152
C -1.948 -0.147 2.401 0.0434
N -1.057 0.793 2.172 -0.5882
H -1.256 -1.574 1.105 0.2628
H -2.837 -1.939 1.822 0.2263
H -2.818 0.028 3.042 0.2685
H -1.449 1.643 2.615 0.2063
```